a | {
  "formula": "C7H9N",
  "method": "ωB97M-V/def2-TZVPD",
  "homo_energy_ev": -9.17,
  "mol_weight_g_mol": 107.2,
  "orbital_gap_ev": 10.080,
  "species": ["C", "C", "C", "C", "C", "C", "C", "H", "H", "H", "H", "H", "H", "H", "H", "H", "N"],
  "xyz": [[0.850, 1.132, 1.424], [1.380, 1.062, 0.008], [1.015, 0.266, -1.101], [0.201, -1.021, -1.318], [-0.634, -1.231, -0.131], [-1.099, -0.363, 1.013], [-0.599, 0.747, 1.608], [1.451, 0.515, 2.031], [0.800, 2.249, 1.855], [2.126, 1.771, -0.266], [1.540, 0.576, -2.057], [0.768, -1.789, -1.817], [-1.264, 0.082, -1.331], [-0.969, -2.229, 0.220], [-2.429, -0.293, 0.772], [-1.199, 1.354, 2.361], [-1.072, -0.826, -1.541]],
  "mulliken_charge": [-0.4439, -0.2542, -0.6185, 0.4139, -0.2647, -0.6250, -0.2546, 0.2801, 0.2450, 0.3717, 0.2494, 0.3775, 0.3716, 0.2898, 0.1765, 0.3166, -0.6310]
}

***

b | {
  "formula": "C7H9N",
  "method": "ωB97M-V/def2-TZVPD",
  "homo_energy_ev": [-7.86, -7.90],
  "mol_weight_g_mol": 107.2,
  "orbital_gap_ev": [7.302, 7.469],
  "species": ["C", "C", "N", "C", "C", "H", "H", "H", "H", "H", "C", "C", "C", "H", "H", "H", "H"],
  "xyz": [[-0.661, 0.482, -1.697], [-0.717, -0.266, -0.367], [-1.052, -1.534, -0.368], [-1.170, 0.658, 0.760], [-2.215, 1.123, 1.260], [-1.873, -1.713, 0.207], [-0.152, -0.133, -2.437], [-1.684, 0.646, -2.043], [-0.209, 1.467, -1.591], [-2.927, 1.615, 1.884], [2.259, -1.002, 0.271], [1.137, -0.082, 0.468], [0.636, 0.849, 1.175], [2.808, -0.780, -0.650], [1.882, -2.027, 0.218], [2.995, -0.942, 1.077], [0.943, 1.640, 1.834]],
  "mulliken_charge": [-1.2019, 1.2172, -0.7312, -0.5570, -0.4676, 0.2781, 0.3531, 0.3521, 0.3540, 0.3995, -1.1080, 0.0013, -0.1836, 0.2740, 0.2793, 0.3228, 0.4180]
}

***

Quick one: most stable of them? a

***

a | {
  "formula": "C7H9N",
  "method": "ωB97M-V/def2-TZVPD",
  "smiles": "C=Cc1cc[nH]c1C",
  "homo_energy_ev": -8.14,
  "mol_weight_g_mol": 107.2,
  "orbital_gap_ev": 9.188,
  "species": ["C", "C", "C", "C", "C", "N", "C", "C", "H", "H", "H", "H", "H", "H", "H", "H", "H"],
  "xyz": [[-0.806, 1.133, -2.103], [0.290, 1.084, -1.379], [0.301, 0.494, 0.034], [0.777, 1.285, 1.164], [0.492, 0.579, 2.258], [0.051, -0.697, 1.828], [0.018, -0.731, 0.436], [-0.309, -1.894, -0.471], [-1.632, 0.443, -1.880], [-0.908, 1.567, -3.071], [1.246, 1.502, -1.714], [1.300, 2.245, 1.150], [0.534, 0.864, 3.334], [-0.271, -1.465, 2.461], [-1.379, -2.157, -0.433], [0.304, -2.745, -0.164], [-0.007, -1.507, -1.452]],
  "mulliken_charge": [-0.5955, -0.5988, 0.9487, -0.7780, -0.4890, -0.0237, -0.0045, -1.2506, 0.2532, 0.2999, 0.2980, 0.3636, 0.3538, 0.2265, 0.2683, 0.3851, 0.3430]
}

***

b | {
  "formula": "C7H9N",
  "method": "ωB97M-V/def2-TZVPD",
  "smiles": "CNc1ccccc1",
  "homo_energy_ev": -7.89,
  "mol_weight_g_mol": 107.2,
  "orbital_gap_ev": 8.960,
  "species": ["C", "N", "C", "C", "C", "C", "C", "C", "H", "H", "H", "H", "H", "H", "H", "H", "H"],
  "xyz": [[-1.312, 0.489, -2.249], [-1.132, 0.972, -0.921], [-0.199, 0.325, -0.056], [0.596, -0.604, -0.474], [1.535, -1.228, 0.506], [1.548, -0.865, 1.801], [0.628, 0.171, 2.266], [-0.230, 0.780, 1.407], [-0.391, 0.675, -2.719], [-1.737, -0.579, -2.320], [-2.160, 1.088, -2.828], [-1.668, 1.531, -0.417], [0.645, -1.145, -1.581], [2.127, -2.168, 0.171], [2.202, -1.442, 2.567], [0.419, 0.360, 3.169], [-0.870, 1.642, 1.677]],
  "mulliken_charge": [-0.9518, -0.1836, 0.8570, -0.1059, -0.3134, -0.5060, -0.5687, -0.6705, 0.3611, 0.2734, 0.2771, 0.1353, 0.1413, 0.2229, 0.2457, 0.5338, 0.2522]
}

***

c | {
  "formula": "C7H9N",
  "method": "ωB97M-V/def2-TZVPD",
  "smiles": "c1ccncc1.C=C",
  "homo_energy_ev": -9.49,
  "mol_weight_g_mol": 107.2,
  "orbital_gap_ev": 10.499,
  "species": ["C", "C", "C", "N", "C", "C", "H", "H", "H", "H", "H", "C", "C", "H", "H", "H", "H"],
  "xyz": [[0.261, 2.054, -0.654], [-0.951, 2.036, 0.015], [-1.139, 1.165, 1.091], [-0.164, 0.363, 1.539], [1.013, 0.375, 0.859], [1.282, 1.219, -0.219], [0.499, 2.760, -1.434], [-1.791, 2.650, -0.320], [-2.100, 1.142, 1.586], [1.785, -0.320, 1.191], [2.262, 1.227, -0.647], [-0.278, -1.934, -0.993], [-0.134, -2.938, -0.071], [-0.694, -0.896, -0.601], [0.351, -1.975, -1.829], [-0.440, -3.010, 0.928], [0.236, -3.917, -0.442]],
  "mulliken_charge": [-0.2810, -0.2400, -0.2395, -0.4903, -0.3265, -0.2271, 0.3822, 0.3364, 0.3375, 0.3277, 0.3973, -0.3707, -0.5859, 0.1414, 0.3008, 0.3094, 0.2282]
}

***

Quick one: most stable of them? a

***

a | {
  "formula": "C4H11NO2S",
  "method": "ωB97M-V/def2-TZVPD",
  "smiles": "O=CNCCCS.O",
  "homo_energy_ev": -9.14,
  "mol_weight_g_mol": 137.2,
  "orbital_gap_ev": 9.751,
  "species": ["O", "C", "N", "C", "C", "C", "S", "H", "H", "H", "H", "H", "H", "H", "H", "H", "O", "H", "H"],
  "xyz": [[-1.541, 2.857, -0.480], [-1.490, 1.972, 0.341], [-1.590, 0.650, 0.042], [-1.396, -0.423, 0.999], [0.078, -0.817, 1.177], [0.528, -1.923, 0.247], [0.594, -1.488, -1.495], [-1.370, 2.158, 1.426], [-1.371, 0.436, -0.923], [-1.784, -0.065, 1.950], [-1.966, -1.268, 0.620], [0.689, 0.070, 0.999], [0.242, -1.086, 2.227], [1.436, -2.405, 0.588], [-0.130, -2.801, 0.259], [1.639, -0.656, -1.534], [2.551, 1.369, -1.825], [3.158, 1.631, -2.531], [1.726, 1.789, -2.086]],
  "mulliken_charge": [-0.5594, 0.0928, -0.1750, -0.7320, -0.2678, -0.8112, -0.2457, 0.3164, 0.2151, 0.3489, 0.3337, 0.2478, 0.3431, 0.3888, 0.3577, 0.1440, -0.6320, 0.3044, 0.3302]
}

***

b | {
  "formula": "C4H11NO2S",
  "method": "ωB97M-V/def2-TZVPD",
  "smiles": "O=CNCCCS.O",
  "homo_energy_ev": -9.12,
  "mol_weight_g_mol": 137.2,
  "orbital_gap_ev": 9.836,
  "species": ["O", "C", "N", "C", "C", "C", "S", "H", "H", "H", "H", "H", "H", "H", "H", "H", "O", "H", "H"],
  "xyz": [[2.128, 0.578, 1.638], [1.085, -0.029, 1.828], [-0.135, 0.607, 1.670], [-1.284, 0.015, 0.951], [-1.097, -0.272, -0.653], [-1.000, 1.028, -1.435], [0.136, 0.791, -2.749], [1.065, -1.093, 2.079], [-0.054, 1.666, 1.634], [-1.603, -1.023, 1.490], [-2.100, 0.810, 0.953], [-0.368, -1.065, -0.695], [-2.116, -0.653, -0.954], [-2.016, 1.269, -1.764], [-0.701, 1.810, -0.774], [1.213, 0.314, -2.043], [2.248, -1.988, -0.430], [2.128, -1.434, 0.327], [2.472, -1.329, -1.074]],
  "mulliken_charge": [-0.5715, -0.1365, -0.1282, -0.8790, -0.5856, -0.5629, -0.2091, 0.5617, 0.3158, 0.2627, 0.3948, 0.5984, 0.2746, 0.3962, 0.2606, 0.0452, -0.6102, 0.2641, 0.3091]
}

***

Quick one: most stable of them? a

***

a | {
  "formula": "C4H10NO",
  "method": "ωB97M-V/def2-TZVPD",
  "homo_energy_ev": -14.84,
  "mol_weight_g_mol": 88.1,
  "orbital_gap_ev": 10.668,
  "total_charge": 1,
  "species": ["C", "C", "C", "C", "N", "O", "H", "H", "H", "H", "H", "H", "H", "H", "H", "H"],
  "xyz": [[1.021, 1.112, -0.416], [0.931, -0.380, -0.054], [0.940, -1.763, -0.574], [-1.966, 0.830, 0.569], [1.344, 0.495, 0.834], [-1.205, 0.149, -0.331], [1.844, 1.500, -1.002], [0.085, 1.586, -0.433], [1.305, -2.585, 0.161], [1.659, -1.662, -1.401], [-0.025, -2.093, -0.834], [-2.821, 0.240, 0.731], [-2.221, 1.855, 0.175], [-1.294, 1.085, 1.505], [1.920, 0.378, 1.641], [-1.517, -0.746, -0.572]],
  "mulliken_charge": [-0.4465, 0.8425, -0.9392, -0.6846, -0.2032, -0.5782, 0.3163, 0.1874, 0.3263, 0.2884, 0.3569, 0.4194, 0.2354, 0.2318, 0.2885, 0.3587]
}

***

b | {
  "formula": "C4H10NO",
  "method": "ωB97M-V/def2-TZVPD",
  "homo_energy_ev": -14.47,
  "mol_weight_g_mol": 88.1,
  "orbital_gap_ev": 8.942,
  "total_charge": 1,
  "species": ["C", "C", "C", "C", "N", "H", "H", "H", "H", "H", "H", "H", "H", "H", "H", "O"],
  "xyz": [[-0.948, 1.388, 0.181], [-0.985, -0.080, 0.276], [-1.928, -0.876, 0.815], [-0.073, -1.563, -1.433], [0.109, -0.543, -0.603], [-1.275, 1.881, -0.724], [-1.746, 1.768, 0.985], [0.012, 1.906, 0.652], [-1.945, -1.955, 0.699], [-2.552, -0.492, 1.604], [0.772, -1.722, -2.195], [-0.977, -2.183, -1.654], [1.005, -0.162, -0.264], [3.480, 0.867, 1.148], [2.844, 2.005, 0.707], [2.903, 1.084, 0.528]],
  "mulliken_charge": [-0.9841, 0.6816, -0.8774, -0.1082, 0.0486, 0.3107, 0.3109, 0.2299, 0.2774, 0.2911, 0.2611, 0.3009, 0.2593, 0.2865, 0.3119, -0.6002]
}

***

c | {
  "formula": "C4H10NO",
  "method": "ωB97M-V/def2-TZVPD",
  "homo_energy_ev": -11.28,
  "mol_weight_g_mol": 88.1,
  "orbital_gap_ev": 4.953,
  "total_charge": 1,
  "species": ["C", "C", "C", "O", "H", "H", "H", "H", "H", "H", "C", "N", "H", "H", "H", "H"],
  "xyz": [[-0.553, -0.021, -0.686], [-0.761, 1.446, -0.455], [-0.985, 2.320, -1.495], [-1.078, 3.692, -1.303], [-0.837, -0.571, 0.295], [-1.098, -0.486, -1.574], [0.534, -0.322, -0.936], [-0.551, 1.907, 0.506], [-1.299, 2.021, -2.499], [-1.077, 4.140, -2.194], [1.735, -2.342, 1.286], [0.878, -2.389, 2.238], [1.949, -3.157, 0.648], [2.307, -1.425, 1.114], [0.318, -1.534, 2.428], [0.517, -3.279, 2.626]],
  "mulliken_charge": [-0.5592, -0.1825, -0.1995, -0.4795, 0.0855, 0.3095, 0.1295, 0.2729, 0.2702, 0.3586, -0.1068, -0.1578, 0.3096, 0.3155, 0.3256, 0.3084]
}

***

d | {
  "formula": "C4H10NO",
  "method": "ωB97M-V/def2-TZVPD",
  "smiles": "CC[C@@H]([NH3+])C=O",
  "homo_energy_ev": -14.83,
  "mol_weight_g_mol": 88.1,
  "orbital_gap_ev": 10.602,
  "total_charge": 1,
  "species": ["C", "C", "C", "N", "C", "O", "H", "H", "H", "H", "H", "H", "H", "H", "H", "H"],
  "xyz": [[-0.271, -0.143, 1.959], [0.591, -0.177, 0.694], [-0.078, 0.453, -0.548], [0.823, 0.412, -1.720], [-1.368, -0.278, -0.842], [-1.377, -1.407, -1.265], [-1.014, -0.940, 1.854], [-0.614, 0.871, 2.166], [0.306, -0.490, 2.814], [0.872, -1.186, 0.385], [1.517, 0.330, 0.992], [-0.374, 1.493, -0.282], [1.802, 0.444, -1.428], [0.756, -0.509, -2.194], [0.586, 1.080, -2.455], [-2.157, 0.049, -0.128]],
  "mulliken_charge": [-1.3072, -0.6168, 0.0201, -0.2475, -0.2013, -0.4013, 0.3704, 0.3383, 0.3834, 0.3934, 0.4155, 0.2952, 0.3494, 0.4144, 0.3661, 0.4278]
}

***

Quick one: most stable of them? d

***

a | {
  "formula": "C4H10NO",
  "method": "ωB97M-V/def2-TZVPD",
  "smiles": "C[C@H]1[NH2+]CCO1",
  "homo_energy_ev": -14.95,
  "mol_weight_g_mol": 88.1,
  "orbital_gap_ev": 11.241,
  "total_charge": 1,
  "species": ["C", "C", "N", "C", "C", "O", "H", "H", "H", "H", "H", "H", "H", "H", "H", "H"],
  "xyz": [[-0.817, 1.930, 0.578], [-0.482, 0.558, -0.253], [0.937, 0.239, -0.668], [1.008, -1.254, -0.311], [-0.424, -1.807, 0.304], [-1.023, -0.486, 0.643], [0.059, 2.706, 0.594], [-1.093, 1.668, 1.708], [-1.787, 2.446, 0.135], [-1.028, 0.657, -1.283], [1.180, 0.207, -1.687], [1.704, 0.817, -0.244], [1.574, -1.926, -1.104], [1.691, -1.217, 0.666], [-0.285, -2.290, 1.362], [-1.213, -2.248, -0.442]],
  "mulliken_charge": [-1.0345, 0.1862, -0.1697, -0.5245, -0.2666, -0.3325, 0.3261, 0.3184, 0.2788, 0.2422, 0.4053, 0.3717, 0.3733, 0.2888, 0.2666, 0.2705]
}

***

b | {
  "formula": "C4H10NO",
  "method": "ωB97M-V/def2-TZVPD",
  "homo_energy_ev": -14.35,
  "mol_weight_g_mol": 88.1,
  "orbital_gap_ev": 9.286,
  "total_charge": 1,
  "species": ["C", "C", "C", "N", "C", "H", "H", "H", "H", "H", "H", "H", "H", "H", "H", "O"],
  "xyz": [[-0.011, 2.201, -2.163], [0.112, 1.353, -0.943], [0.462, 0.076, -1.005], [0.337, -0.729, 0.206], [0.545, -1.990, 0.284], [-1.059, 2.365, -2.402], [0.511, 1.730, -3.005], [0.500, 3.150, -2.029], [-0.135, 1.760, 0.029], [1.020, -0.497, -1.723], [-0.252, -0.319, 0.932], [1.349, -2.381, -0.333], [0.045, -2.607, 1.013], [-1.360, -1.290, 3.593], [-1.242, 0.083, 2.887], [-1.016, -0.854, 2.805]],
  "mulliken_charge": [-1.1098, -0.1774, 0.0346, 0.0861, -0.1194, 0.2956, 0.3222, 0.3513, 0.3191, 0.2950, 0.2342, 0.2561, 0.2582, 0.3230, 0.2860, -0.6548]
}

***

c | {
  "formula": "C4H10NO",
  "method": "ωB97M-V/def2-TZVPD",
  "homo_energy_ev": -14.29,
  "mol_weight_g_mol": 88.1,
  "orbital_gap_ev": 6.329,
  "total_charge": 1,
  "species": ["O", "C", "C", "C", "C", "N", "H", "H", "H", "H", "H", "H", "H", "H", "H", "H"],
  "xyz": [[-2.212, -0.880, -1.301], [-0.853, -0.141, -1.102], [-0.439, 0.030, 0.418], [1.052, 0.030, 0.729], [1.785, 0.860, -0.383], [-1.128, -0.836, 1.315], [-1.107, 0.762, -1.670], [-0.776, 1.137, 0.565], [1.661, -0.985, 0.754], [1.071, 0.652, 1.634], [2.829, 1.098, -0.128], [1.557, 0.340, -1.300], [1.235, 1.818, -0.440], [-1.479, -1.626, 0.868], [-0.944, -1.068, 2.254], [-2.250, -1.192, -2.214]],
  "mulliken_charge": [-0.3920, -0.1023, 0.4215, -0.3827, -1.1750, -0.4631, 0.3760, 0.2280, 0.2859, 0.3509, 0.3365, 0.3711, 0.3406, 0.1920, 0.2387, 0.3738]
}

***

Quick one: most stable of them? b

***

a | {
  "formula": "C7H8O",
  "method": "ωB97M-V/def2-TZVPD",
  "homo_energy_ev": -9.10,
  "mol_weight_g_mol": 108.1,
  "orbital_gap_ev": 8.915,
  "species": ["C", "C", "C", "C", "C", "C", "C", "O", "H", "H", "H", "H", "H", "H", "H", "H"],
  "xyz": [[-2.065, 2.154, 0.037], [-1.233, 1.301, -0.078], [2.110, 0.844, 0.521], [-1.020, -2.171, 0.612], [1.330, 0.546, -0.514], [-0.211, -1.118, 0.655], [0.170, -0.338, -0.516], [-0.252, -0.828, -1.700], [-2.778, 2.916, 0.188], [2.937, 1.524, 0.411], [1.955, 0.440, 1.505], [-1.295, -2.700, 1.507], [-1.434, -2.528, -0.316], [1.546, 0.999, -1.478], [0.174, -0.757, 1.597], [0.065, -0.283, -2.431]],
  "mulliken_charge": [-0.5650, -0.1843, -0.8149, -0.8268, -0.2022, -0.3082, 1.2610, -0.4358, 0.3875, 0.2575, 0.1878, 0.2790, 0.2719, 0.1642, 0.1944, 0.3341]
}

***

b | {
  "formula": "C7H8O",
  "method": "ωB97M-V/def2-TZVPD",
  "homo_energy_ev": [-7.07, -6.58],
  "mol_weight_g_mol": 108.1,
  "orbital_gap_ev": [7.789, 6.956],
  "species": ["C", "C", "C", "C", "C", "C", "C", "O", "H", "H", "H", "H", "H", "H", "H", "H"],
  "xyz": [[-2.059, 0.371, -1.018], [-2.586, 0.295, 0.196], [1.472, 0.060, 0.045], [2.463, 0.337, -0.826], [0.908, 0.980, 0.960], [-0.419, -1.381, 0.320], [-1.214, -0.159, 0.045], [0.950, -1.227, -0.017], [-2.164, 0.618, -2.047], [-3.420, 0.437, 0.841], [2.792, -0.399, -1.536], [3.008, 1.260, -0.763], [0.528, 0.656, 1.911], [1.012, 2.033, 0.791], [-0.516, -1.646, 1.385], [-0.754, -2.235, -0.288]],
  "mulliken_charge": [-0.7251, -0.3928, 1.0204, -1.0414, -1.0770, -0.2274, 0.3588, -0.3977, 0.3756, 0.3590, 0.2850, 0.2846, 0.3062, 0.3071, 0.2367, 0.3280]
}

***

c | {
  "formula": "C7H8O",
  "method": "ωB97M-V/def2-TZVPD",
  "smiles": "C1=C[C@H]2O[C@@H]2[C@@H]2C[C@H]12",
  "homo_energy_ev": -9.26,
  "mol_weight_g_mol": 108.1,
  "orbital_gap_ev": 10.321,
  "species": ["C", "C", "C", "O", "C", "C", "C", "C", "H", "H", "H", "H", "H", "H", "H", "H"],
  "xyz": [[-1.439, 0.260, -0.358], [-0.972, -0.247, -1.514], [0.437, -0.714, -1.307], [1.763, -0.437, -1.700], [1.198, 0.379, -0.686], [0.946, 0.444, 0.810], [0.182, -0.587, 1.569], [-0.608, 0.465, 0.912], [-2.429, 0.724, -0.297], [-1.658, -0.449, -2.352], [0.468, -1.648, -0.715], [1.009, 1.409, -1.031], [1.579, 1.144, 1.352], [0.155, -1.587, 1.142], [0.385, -0.443, 2.642], [-1.015, 1.286, 1.532]],
  "mulliken_charge": [-0.4181, -0.5555, 0.0200, -0.4765, -0.1414, -0.2439, -0.6636, 0.0803, 0.3443, 0.3572, 0.2048, 0.2911, 0.3676, 0.1915, 0.2661, 0.3760]
}

***

Quick one: most stable of them? c